(1)
C5H8O2 | ωB97M-V with the def2-TZVPD basis set

## Properties
- frontier orbital gap (eV) = 9.50
- max |F| (eV/Å) = 0.66
- SMILES = O=C1CC1.C=CO
- lowest unoccupied orbital energy (Eh) = 0.0253
- energy above the lowest of the compared OMol25 structures with the same formula, charge and spin (kcal/mol) = 63.3
- total energy (eV) = -9407.08934

```
! wB97M-V def2-TZVPD RIJCOSX def2/J DEFGRID3
* xyz 0 1
O 1.97622 0.22615 -0.27723
C 1.67049 -0.65287 0.70964
C 1.80931 -0.37999 2.00454
C -1.13144 0.93849 -0.34761
C -2.31203 0.21085 -1.06223
C -0.91133 -0.16703 -1.27498
O -0.11402 -0.88203 -1.83210
H 1.58348 -0.11873 -1.09624
H 1.57463 -1.13872 2.74225
H 1.29914 -1.61960 0.36762
H 2.18121 0.58137 2.34444
H -0.97475 0.74916 0.71307
H -0.87332 1.94472 -0.66993
H -2.82733 0.74127 -1.86024
H -2.95026 -0.43304 -0.46100
*
```

(2)
C4H4O3 | ωB97M-V with the def2-TZVPD basis set

## Properties
- frontier orbital gap (eV) = 10.41
- max |F| (eV/Å) = 0.58
- SMILES = O=CC1(C=O)CO1
- lowest unoccupied orbital energy (Eh) = 0.0106
- energy above the lowest of the compared OMol25 structures with the same formula, charge and spin (kcal/mol) = 51.3
- total energy (eV) = -10352.98911

```
! wB97M-V def2-TZVPD RIJCOSX def2/J DEFGRID3
* xyz 0 1
O -2.18642 1.00118 -0.01998
C -0.99040 1.14455 -0.00229
C -0.03748 -0.01285 -0.15527
C -0.22741 -1.17581 0.74165
O -0.58854 -1.23864 -0.61148
C 1.32196 0.27962 -0.71775
O 1.71088 1.39703 -0.95583
H -0.51240 2.12674 0.16598
H 0.63416 -1.77399 1.04122
H -1.06078 -1.12819 1.44314
H 1.93643 -0.61965 -0.92939
*
```

(3)
C35H64AsAuN2OS2SbSi5 | ωB97M-V with the def2-TZVPD basis set

## Properties
- frontier orbital gap (eV) = 6.54
- max |F| (eV/Å) = 0.89
- lowest unoccupied orbital energy (Eh) = 0.0860
- total energy (eV) = -174495.42260

```
! wB97M-V def2-TZVPD RIJCOSX def2/J DEFGRID3
* xyz -1 1
Au 0.39934 1.27963 -0.63286
C -3.54093 2.48459 2.19527
Sb -2.70076 0.94531 0.91273
C -1.32372 2.33666 -0.01528
C -0.79803 3.41905 0.87721
C -0.34143 3.21046 2.18876
C 0.13210 4.26472 2.93619
C 0.15287 5.54236 2.38093
C -0.32398 5.67212 1.09165
N -0.79051 4.65902 0.36478
Si -2.20466 3.11847 -1.49722
C -3.12567 1.81476 -2.51011
C -3.61274 4.30122 -1.04925
C -1.06480 4.03306 -2.67660
C -1.91947 -0.41328 2.58074
C -0.59901 -0.08366 3.22908
C -0.39445 0.01883 4.60992
C 0.88472 0.23680 5.09869
C 1.94630 0.34615 4.21298
C 1.66522 0.22947 2.85918
N 0.44143 0.02039 2.38974
Si -1.52840 -2.08308 1.72289
C -0.56989 -3.20730 2.89525
C -0.45302 -1.93097 0.21135
C -3.08295 -2.99163 1.16998
Si -3.39123 -0.58203 3.77042
C -5.04046 -0.72052 2.87449
C -3.29305 -2.12982 4.84810
C -3.61229 0.85167 4.99074
H -3.52725 3.39184 1.59117
H -2.93211 2.65600 3.07971
H -4.56767 2.26996 2.49029
H -0.35079 2.21691 2.60190
H 0.48885 4.09137 3.94512
H 0.52162 6.40003 2.92683
H -0.34054 6.64556 0.60720
H -4.03425 1.48239 -2.00242
H -2.52693 0.93579 -2.72979
H -3.41916 2.25942 -3.46701
H -4.40476 3.79941 -0.48544
H -4.06292 4.67343 -1.97544
H -3.26226 5.15607 -0.47090
H -0.24190 3.40186 -3.01977
H -0.63286 4.89155 -2.16662
H -1.62368 4.37795 -3.55305
H -1.21344 -0.08383 5.30688
H 1.04552 0.31329 6.16774
H 2.96153 0.50720 4.54926
H 2.44951 0.31121 2.11062
H 0.39773 -2.75665 3.13773
H -0.37658 -4.15379 2.38061
H -1.07986 -3.43218 3.82952
H 0.52644 -1.52523 0.45917
H -0.89458 -1.26913 -0.53334
H -0.33743 -2.92101 -0.24380
H -3.74264 -3.28589 1.98842
H -2.76569 -3.90220 0.65314
H -3.65804 -2.39170 0.46014
H -5.05563 -1.47897 2.09127
H -5.35318 0.22456 2.42926
H -5.78997 -0.99474 3.62401
H -3.33524 -3.04930 4.26213
H -4.16013 -2.12259 5.51590
H -2.39450 -2.16489 5.46684
H -4.39837 1.52480 4.64557
H -2.71689 1.45424 5.14339
H -3.91774 0.45289 5.96217
C 3.02747 -4.05744 2.05456
S 3.29837 -2.48890 1.20159
O 4.50866 -1.90340 1.84413
C 3.83136 -3.20265 -0.36019
C 2.98267 -4.00546 -1.11291
C 3.40393 -4.46814 -2.34689
C 4.65432 -4.10473 -2.83535
C 5.48392 -3.28769 -2.08462
C 5.07487 -2.83051 -0.83668
H 3.95245 -4.63095 2.02867
H 2.21088 -4.59936 1.57713
H 2.75273 -3.81055 3.07942
H 1.98804 -4.24257 -0.75376
H 2.74498 -5.08563 -2.94407
H 4.97259 -4.44867 -3.81172
H 6.45133 -2.99367 -2.47284
H 5.69113 -2.17711 -0.23265
S 2.68486 0.67806 -0.53630
C 0.77970 -2.08221 -4.67718
Si 0.11100 -0.69318 -3.56550
C -0.36510 0.73500 -4.68967
C -1.43520 -1.51653 -2.87815
As 2.10103 -0.68058 -2.21978
Si 3.37555 0.58335 -3.75514
C 2.85465 2.38573 -3.76480
C 5.14816 0.43005 -3.15576
C 3.40406 0.01283 -5.55276
H 0.13350 -2.19879 -5.55417
H 0.76907 -3.02257 -4.12000
H 1.79733 -1.91770 -5.02461
H -1.11172 0.39064 -5.41177
H 0.50424 1.09153 -5.24188
H -0.78540 1.58311 -4.14509
H -2.06596 -1.76937 -3.73821
H -2.03380 -0.94520 -2.17362
H -1.14296 -2.44846 -2.39246
H 2.85884 2.78425 -2.74954
H 1.84475 2.49214 -4.16412
H 3.52854 2.98606 -4.38396
H 5.25911 0.83891 -2.15162
H 5.81346 0.97636 -3.83303
H 5.46270 -0.61659 -3.13898
H 2.43505 0.08385 -6.04687
H 3.74982 -1.01958 -5.64079
H 4.11028 0.64826 -6.09618
*
```

(4)
C21H49N8O10Y | ωB97M-V with the def2-TZVPD basis set

## Properties
- frontier orbital gap (eV) = 6.53
- max |F| (eV/Å) = 3.88
- lowest unoccupied orbital energy (Eh) = -0.2299
- energy above the lowest of the compared OMol25 structures with the same formula, charge and spin (kcal/mol) = 67.8
- total energy (eV) = -56002.51095

```
! wB97M-V def2-TZVPD RIJCOSX def2/J DEFGRID3
* xyz 2 1
Y -4.40120 -23.87128 23.46435
N -7.91418 -24.05755 23.45253
O -8.48711 -22.94557 23.57298
O -8.48154 -25.04038 22.97668
O -6.72101 -24.15745 23.86560
C -11.40698 -22.94852 21.48411
C -12.55995 -22.77487 22.45908
O -13.64888 -22.36440 22.12887
N -12.25248 -23.13236 23.74571
C -13.19017 -22.99119 24.84002
H -10.65403 -22.19462 21.75492
H -11.68355 -22.87844 20.44302
H -10.88646 -23.88549 21.71143
H -11.26446 -23.20492 23.92471
H -12.73875 -22.46748 25.68354
H -13.55920 -23.96923 25.14775
H -14.03094 -22.38113 24.51805
C -2.45843 -24.01598 27.59062
C -3.68122 -24.47093 26.87413
O -3.79604 -24.30904 25.65238
N -4.63856 -25.04523 27.58499
C -5.82790 -25.68300 27.03813
H -2.71210 -23.47002 28.50153
H -1.87795 -23.33292 26.97620
H -1.81010 -24.85369 27.84947
H -4.43510 -25.20978 28.56028
H -6.60990 -25.69078 27.79606
H -5.63355 -26.73257 26.81286
H -6.17213 -25.11706 26.17700
C -10.75730 -28.22441 22.87822
C -11.07297 -27.63810 24.21479
O -11.88988 -28.13831 24.95429
N -10.44527 -26.45664 24.49292
C -10.47439 -25.77207 25.76927
H -10.34691 -29.23368 22.96552
H -9.93192 -27.69842 22.37115
H -11.61131 -28.24384 22.20909
H -9.97746 -25.91490 23.78150
H -9.53484 -25.83470 26.32501
H -11.26427 -26.12040 26.43152
H -10.74588 -24.74427 25.51062
C -4.80108 -20.04315 21.11520
C -5.74729 -21.05835 21.68835
O -5.35083 -22.19464 22.08983
N -7.04169 -20.79267 21.76242
C -7.66500 -19.51829 21.44410
H -4.75721 -19.16575 21.75852
H -5.05482 -19.89509 20.06658
H -3.78824 -20.44470 21.13913
H -7.54683 -21.45838 22.34655
H -6.93506 -18.87292 20.96779
H -7.99313 -19.00528 22.34501
H -8.48152 -19.70277 20.75316
C -5.09869 -27.01860 20.30800
C -5.78131 -25.72935 20.63978
O -5.33281 -24.95726 21.50083
N -6.91554 -25.48035 19.97412
C -7.62784 -24.22847 20.07011
H -4.22216 -27.21206 20.92237
H -4.70255 -27.06375 19.28620
H -5.78605 -27.86436 20.36870
H -7.00543 -25.99042 19.10742
H -7.07116 -23.47247 20.62253
H -8.58227 -24.38590 20.57491
H -7.84320 -23.76569 19.10657
C -3.14437 -28.06706 24.61516
C -4.45973 -27.43678 24.25762
O -4.57510 -26.25341 23.90514
N -5.51567 -28.24741 24.32750
C -6.89569 -27.77459 24.12245
H -3.14008 -28.25393 25.69685
H -2.27859 -27.43456 24.45620
H -3.09060 -29.03050 24.11405
H -5.43148 -29.10360 24.85345
H -6.90733 -27.00252 23.36138
H -7.37271 -27.47491 25.04685
H -7.41946 -28.58854 23.61251
C -5.11902 -21.09093 27.04366
C -5.78371 -21.59545 25.81485
O -5.11631 -22.13574 24.89678
N -7.09986 -21.55486 25.74566
C -7.96964 -20.94190 26.72179
H -5.26592 -21.81983 27.84907
H -5.50798 -20.14593 27.42431
H -4.04712 -20.93660 26.94193
H -7.54278 -22.05465 24.97232
H -7.66634 -19.91404 26.92039
H -8.01381 -21.47610 27.66999
H -8.96869 -20.88305 26.29821
*
```

(5)
C45H109N11O7 | ωB97M-V with the def2-TZVPD basis set

## Properties
- frontier orbital gap (eV) = 8.21
- max |F| (eV/Å) = 2.51
- SMILES = CCN(CC)CC.CCN(CC)CC.CCN(CC)CC.CCN(CC)CC.CN(C)C=O.CN(C)C=O.CN(C)C=O.CN(C)C=O.CN(C)C=O.CN(C)C=O.CN(C)C=O
- lowest unoccupied orbital energy (Eh) = 0.0108
- energy above the lowest of the compared OMol25 structures with the same formula, charge and spin (kcal/mol) = 95.1
- total energy (eV) = -79152.94538

```
! wB97M-V def2-TZVPD RIJCOSX def2/J DEFGRID3
* xyz 0 1
C -3.48127 0.29328 5.32804
C -3.21263 0.11589 6.83547
N -3.93516 0.98395 7.70462
C -5.38344 0.87039 7.83482
C -5.73612 -0.41742 8.64102
C -3.19992 1.42023 8.87558
C -2.35066 2.68227 8.58439
H -2.77643 -0.31880 4.76202
H -3.51854 1.34824 5.07097
H -4.43039 -0.17335 5.03276
H -3.18110 -0.94323 7.12737
H -2.15532 0.40864 6.80995
H -5.74184 1.71441 8.41780
H -5.82535 0.74011 6.84971
H -5.07164 -0.50937 9.50306
H -6.74268 -0.36475 9.06147
H -5.58634 -1.30178 8.02369
H -2.49130 0.64956 9.19969
H -3.84740 1.67101 9.71492
H -3.02069 3.49195 8.28330
H -1.69814 2.61631 7.71151
H -1.78544 2.90747 9.48854
C 0.47394 -2.29437 2.01082
C -0.43181 -1.61326 0.97836
N 0.12719 -0.39671 0.42160
C 0.27181 0.65311 1.43702
C -1.03745 1.18506 2.02324
C -0.58510 0.06178 -0.75709
C 0.05012 -0.53758 -2.01941
H 0.47612 -1.78508 2.97442
H 1.48460 -2.22231 1.59513
H 0.25352 -3.35167 2.14442
H -0.49965 -2.33600 0.15875
H -1.46810 -1.56010 1.33107
H 0.89202 0.28522 2.25452
H 0.77947 1.50704 0.97924
H -0.90609 1.93669 2.80769
H -1.63016 1.74265 1.29557
H -1.58072 0.33543 2.43679
H -0.48817 1.14725 -0.86959
H -1.66294 -0.11660 -0.85173
H 1.13497 -0.44520 -1.93639
H -0.15451 -0.11189 -3.00264
H -0.20495 -1.59964 -2.04720
C 6.88662 1.89026 -2.01828
C 6.00882 3.04820 -1.60376
N 4.57804 2.73194 -1.59784
C 4.15144 1.90282 -0.47212
C 3.03205 0.92781 -0.91693
C 3.77663 3.92791 -1.73907
C 3.94050 4.70881 -3.06249
H 7.74933 2.29738 -2.56025
H 6.45391 1.19210 -2.73314
H 7.36811 1.38187 -1.18109
H 6.25608 3.43743 -0.60117
H 6.20297 3.93596 -2.20757
H 5.00900 1.26171 -0.23576
H 3.91716 2.44261 0.45021
H 3.44665 0.45265 -1.80188
H 2.93960 0.29589 -0.03506
H 2.17418 1.54610 -1.17276
H 3.95197 4.66338 -0.93824
H 2.71007 3.70943 -1.66239
H 4.28035 4.10890 -3.90648
H 4.54675 5.61157 -2.97808
H 2.95206 5.11024 -3.30269
C -5.46963 0.21427 -7.58592
C -3.98952 -0.01343 -7.20409
N -3.49231 1.21480 -6.57570
C -3.73106 1.31401 -5.14638
C -2.92395 0.31863 -4.32718
C -2.10153 1.57137 -6.93005
C -1.99035 3.07907 -6.97055
H -5.51339 1.08667 -8.23396
H -6.07416 0.40003 -6.70080
H -5.83815 -0.69354 -8.07039
H -3.98868 -0.95330 -6.62703
H -3.33974 -0.26658 -8.04060
H -4.80118 1.19984 -4.94107
H -3.61443 2.31792 -4.72708
H -3.16474 0.38619 -3.26464
H -1.84876 0.47302 -4.42280
H -3.13786 -0.69502 -4.66932
H -1.35879 1.17594 -6.22511
H -1.83869 1.09643 -7.87452
H -2.61262 3.57334 -7.71799
H -2.24255 3.52479 -6.00587
H -0.98432 3.46180 -7.16739
C 4.26860 1.12569 5.28284
O 4.50132 1.75662 6.29661
N 3.59254 1.58416 4.20804
C 3.85851 1.00438 2.89747
C 2.85566 2.82206 4.26827
H 4.67310 0.10940 5.12104
H 3.25478 1.54785 2.16809
H 3.65331 -0.05825 2.80534
H 4.83700 1.32016 2.52026
H 3.39299 3.69171 3.89369
H 1.83793 2.79818 3.86722
H 2.57893 3.05060 5.30183
C 0.32037 -4.81195 7.00873
O -0.11503 -5.54713 7.87537
N -0.29504 -3.65360 6.65045
C 0.31871 -2.66881 5.77658
C -1.63626 -3.36172 7.08570
H 1.22978 -5.04400 6.43079
H -0.26613 -2.49838 4.87139
H 1.30541 -2.89660 5.37207
H 0.41303 -1.75134 6.35961
H -2.26027 -2.94088 6.29746
H -2.15840 -4.19139 7.55216
H -1.54276 -2.61970 7.89068
C 4.31056 -2.68616 -2.28655
O 3.52145 -3.35470 -2.91987
N 4.57957 -2.80180 -0.96772
C 3.81734 -3.70207 -0.12800
C 5.78267 -2.18447 -0.42952
H 4.91947 -1.94357 -2.82396
H 3.66953 -3.25941 0.85819
H 4.37840 -4.63460 -0.00766
H 2.82880 -3.98622 -0.47905
H 6.67660 -2.67513 -0.80971
H 5.75193 -1.11134 -0.63788
H 5.71370 -2.21601 0.65739
C -3.34446 -4.27633 -0.32411
O -3.20103 -3.31405 0.40671
N -4.54811 -4.90693 -0.44874
C -4.75041 -6.11995 -1.19817
C -5.75612 -4.37534 0.15684
H -2.55927 -4.80628 -0.88590
H -3.82462 -6.47114 -1.65133
H -5.48475 -5.96804 -1.99877
H -5.19738 -6.96217 -0.66050
H -5.57376 -3.72743 1.00677
H -6.37857 -3.87275 -0.58736
H -6.35595 -5.21623 0.51320
C -1.63863 -3.38806 -5.03527
O -1.91165 -3.62264 -3.87268
N -0.40035 -3.65446 -5.51613
C -0.07977 -3.65697 -6.94765
C 0.61530 -4.27277 -4.68155
H -2.31243 -3.01299 -5.81616
H 0.09558 -4.70258 -7.20451
H 0.80474 -3.02965 -7.06458
H -0.84378 -3.26435 -7.61607
H 0.46918 -5.32908 -4.43165
H 1.57216 -4.01902 -5.12365
H 0.53881 -3.89164 -3.66037
C 1.43027 5.42624 1.44137
O 2.47099 4.86698 1.15585
N 0.20754 5.18927 0.92800
C -0.91678 6.07144 1.17994
C -0.01140 4.10948 0.00614
H 1.40316 6.24929 2.17807
H -1.04739 6.76608 0.34512
H -0.80401 6.66167 2.08585
H -1.80533 5.44081 1.23115
H 0.90489 3.56803 -0.22202
H -0.73637 3.39925 0.40935
H -0.41153 4.36703 -0.98031
C 1.87082 2.04485 -5.44142
O 1.34646 2.40882 -6.48234
N 2.28381 0.78864 -5.19369
C 2.93527 0.28468 -4.01089
C 1.73390 -0.29600 -6.01403
H 2.11844 2.75029 -4.62990
H 3.73453 -0.39533 -4.29385
H 2.18507 -0.09078 -3.30525
H 3.38112 1.09348 -3.41835
H 1.16534 0.00687 -6.88719
H 2.54738 -0.89476 -6.43313
H 1.11276 -0.90715 -5.35420
*
```

(6)
C2H8O3P3 | ωB97M-V with the def2-TZVPD basis set

## Properties
- frontier orbital gap (eV) = 9.46
- max |F| (eV/Å) = 4.82
- lowest unoccupied orbital energy (Eh) = -0.1500
- energy above the lowest of the compared OMol25 structures with the same formula, charge and spin (kcal/mol) = 0.0
- total energy (eV) = -36207.22867

```
! wB97M-V def2-TZVPD RIJCOSX def2/J DEFGRID3
* xyz 1 1
C 2.10238 -0.62542 -0.24458
C -0.63174 -1.77471 0.17122
O -1.06478 2.52284 -0.09519
O 0.13470 0.82929 1.20989
O -0.20368 0.43233 -1.39049
P -1.32550 1.58368 1.28383
P -1.22677 1.97847 -1.65362
P 0.32959 -0.31559 -0.21836
H 2.37405 -0.75340 0.84871
H 2.40411 0.27440 -0.60632
H 2.43401 -1.50679 -0.87693
H 0.21153 -2.52142 0.26613
H -1.23640 -1.95187 -0.69154
H -1.09959 -1.63142 1.21717
H -0.98388 2.50781 2.24944
H -2.21804 0.95180 -1.46936
*
```

Number 4 is which compound?
C21H49N8O10Y